A) A gas-phase ion, C4H7N2O (charge +1), computed with the ωB97M-V functional and the def2-TZVPD basis.

Properties
Orbital gap (spin up / spin down)   8.411 / 8.355 eV
HOMO (spin up / spin down)   -14.686 / -14.544 eV
Charge   +1

Geometry as XYZ:
```
14
Properties=species:S:1:pos:R:3:mulliken_charge:R:1
O 2.750 0.220 -0.236 -0.4515
N -0.625 -0.855 -0.109 -0.1815
N -1.643 1.178 -0.656 -0.5397
C 1.559 0.081 -0.110 0.5235
C 0.596 1.184 0.114 -0.7022
C -0.806 0.647 0.375 0.3397
C 0.832 -1.270 -0.113 -0.5117
H -2.312 1.864 -0.206 0.3189
H 0.919 -1.661 0.816 0.3169
H 0.766 2.186 0.127 0.4809
H -0.932 -0.931 -1.034 0.3460
H -1.239 -1.381 0.431 0.3172
H 1.196 -1.984 -0.890 0.3635
H -1.059 0.724 1.491 0.3800
```



B) A gas-phase ion, C4H7N2O (charge +1), computed with the ωB97M-V functional and the def2-TZVPD basis.

Properties
Orbital gap   10.455 eV
HOMO   -14.342 eV
SMILES   O=C1CNC=[NH+]C1
Charge   +1

Geometry as XYZ:
```
14
Properties=species:S:1:pos:R:3:mulliken_charge:R:1
O -2.427 0.078 0.396 -0.4230
N 0.820 -1.202 0.048 -0.1437
N 0.852 1.122 0.326 -0.1138
C -0.436 1.372 -0.294 -0.6117
C 1.387 -0.066 0.320 0.0049
C -0.635 -1.252 -0.247 -0.4919
C -1.330 0.083 -0.053 0.4358
H 1.363 -1.994 0.313 0.2591
H -1.143 -1.823 0.404 0.3955
H -0.890 -1.647 -1.214 0.3321
H -0.284 1.450 -1.448 0.2772
H 2.394 -0.293 0.623 0.3893
H 1.219 1.895 0.817 0.2573
H -0.888 2.277 0.010 0.4329
```



C) A gas-phase ion, C4H7N2O (charge +1), computed with the ωB97M-V functional and the def2-TZVPD basis.

Properties
Orbital gap (spin up / spin down)   7.860 / 7.922 eV
HOMO (spin up / spin down)   -13.579 / -13.643 eV
Charge   +1

Geometry as XYZ:
```
14
Properties=species:S:1:pos:R:3:mulliken_charge:R:1
O -1.192 -0.363 -2.051 0.0229
N -1.873 -1.127 -1.417 -0.2224
N 0.160 0.386 -0.348 0.0953
C 1.395 1.199 -0.094 -0.9386
C -0.742 -1.194 1.591 -0.9131
C -0.445 -0.428 0.434 0.4925
C -0.313 0.452 -1.641 -0.0350
H 2.186 0.611 0.427 0.3605
H -1.448 -0.778 2.320 0.3137
H 0.206 -1.454 2.184 0.3168
H -0.005 1.265 -2.252 0.4321
H -1.227 -2.091 1.214 0.3116
H 1.984 1.522 -0.972 0.3896
H 1.314 1.999 0.605 0.3740
```



D) A molecular structure, C4H7N2O, computed with the ωB97M-V functional and the def2-TZVPD basis.

Properties
Orbital gap   9.384 eV
HOMO   -14.263 eV
Charge   +1

Geometry as XYZ:
```
14
Properties=species:S:1:pos:R:3:mulliken_charge:R:1
O 2.963 -0.502 0.004 -0.3531
N -1.264 0.579 0.025 -0.1544
N 1.177 1.129 0.036 -0.0943
C 1.860 -0.091 0.001 0.4032
C 0.293 -1.242 -0.035 -1.0420
C -1.398 -0.898 0.120 -0.3160
C -0.172 1.336 -0.006 0.0995
H 0.564 -2.017 0.614 0.4576
H -2.113 1.292 -0.129 0.3297
H 0.303 -1.358 -1.135 0.3904
H -0.391 2.402 -0.123 0.3320
H -1.604 -1.246 1.184 0.2837
H -1.955 -1.445 -0.679 0.3241
H 1.738 2.061 0.124 0.3398
```



Energy above the most stable structure, in kcal/mol: A) 87.6; B) 0.0; C) 184.7; D) 55.6



A) 2 unconnected molecules or ions with the total composition C2H12N4, computed with the ωB97M-V functional and the def2-TZVPD basis.

Properties
Orbital gap   9.698 eV
HOMO   -8.745 eV
SMILES   NCN.NCN

Geometry as XYZ:
```
18
Properties=species:S:1:pos:R:3:mulliken_charge:R:1
N -1.870 -1.413 0.715 -0.5651
N 2.132 1.353 0.579 -0.5895
N -0.152 -2.149 -0.880 -0.5674
N -0.260 1.629 0.398 -0.4973
C 1.039 1.888 -0.216 -0.2622
C -1.526 -1.748 -0.655 -0.2803
H -1.745 -2.256 1.276 0.2629
H -0.673 2.449 0.811 0.2084
H -1.800 -0.917 -1.300 0.2567
H 1.164 2.959 -0.397 0.3185
H 1.059 1.411 -1.200 0.2515
H 0.450 -2.171 -0.073 0.2339
H -2.217 -2.557 -0.923 0.2880
H 2.934 1.172 -0.009 0.2208
H -1.101 -0.850 1.081 0.1332
H 0.310 -1.661 -1.631 0.2329
H 2.379 1.966 1.347 0.1871
H -0.122 0.896 1.077 0.1679
```



B) 2 unconnected molecules or ions with the total composition C2H12N4, computed with the ωB97M-V functional and the def2-TZVPD basis.

Properties
Orbital gap   10.015 eV
HOMO   -9.101 eV
SMILES   NCN.NCN

Geometry as XYZ:
```
18
Properties=species:S:1:pos:R:3:mulliken_charge:R:1
N -1.253 0.656 2.192 -0.6726
N 1.407 -0.897 -2.221 -0.6465
N -3.318 1.620 3.224 -0.5327
N 3.361 -0.062 -3.537 -0.5615
C -2.493 0.456 3.009 -0.1773
C 2.713 -1.156 -2.816 -0.3272
H -3.111 -0.219 2.432 0.2646
H 0.850 -1.713 -1.959 0.2503
H 2.997 0.844 -3.310 0.2115
H -1.123 -0.065 1.488 0.2230
H 2.666 -2.164 -3.243 0.3282
H 1.643 -0.623 -1.260 0.2659
H -4.248 1.571 2.845 0.2259
H -3.312 1.918 4.200 0.2156
H -2.088 -0.078 3.948 0.2212
H -1.554 1.426 1.595 0.2324
H 3.484 -1.270 -2.061 0.2762
H 3.378 -0.241 -4.526 0.2030
```



Energy above the most stable structure, in kcal/mol: A) 0.0; B) 20.7



A) 2 unconnected molecules or ions with the total composition C3H13N2, computed with the ωB97M-V functional and the def2-TZVPD basis.

Properties
Orbital gap (spin up / spin down)   3.905 / 11.114 eV
HOMO (spin up / spin down)   -2.786 / -10.470 eV
Spin multiplicity   2

Geometry as XYZ:
```
18
Properties=species:S:1:pos:R:3:mulliken_spin:R:1
N 0.054 1.005 0.020 -0.3758
N -0.312 -1.807 0.579 0.0840
C 1.289 1.032 -0.793 0.7149
C 0.025 1.946 1.150 0.7417
C -1.016 -2.092 -0.705 0.5221
H 1.593 2.065 -0.955 -0.1440
H -0.378 -1.809 -1.542 -0.0164
H 1.125 0.651 -1.803 -0.1150
H -1.933 -1.505 -0.715 -0.2287
H -1.267 -3.145 -0.855 0.0006
H -0.795 1.205 -0.598 -0.4736
H 0.252 2.947 0.786 -0.2322
H -1.003 1.939 1.527 -0.1444
H 0.598 -2.260 0.569 -0.0095
H 0.706 1.687 1.954 0.0745
H -0.129 0.022 0.361 0.6452
H 2.028 0.435 -0.262 -0.0203
H -0.838 -2.318 1.284 -0.0231
```



B) 2 unconnected molecules or ions with the total composition C3H13N2, computed with the ωB97M-V functional and the def2-TZVPD basis.

Properties
Orbital gap (spin up / spin down)   3.978 / 11.021 eV
HOMO (spin up / spin down)   -3.068 / -10.342 eV
Spin multiplicity   2

Geometry as XYZ:
```
18
Properties=species:S:1:pos:R:3:mulliken_spin:R:1
N -1.419 -1.141 -0.142 2.1216
N 0.465 0.904 0.191 -0.2769
C -1.402 -0.926 -1.620 0.4711
C 1.807 0.222 -0.119 0.3130
C 0.550 1.187 1.714 0.2234
H 1.794 -0.743 0.210 -0.2264
H -1.405 -2.144 0.209 -0.6457
H -2.270 -0.738 0.202 -0.4769
H 1.851 0.032 -1.123 -0.0371
H -0.056 2.203 2.017 -0.0079
H -1.370 -2.034 -1.949 -0.2078
H -0.591 -0.495 0.199 -0.1985
H 0.264 0.402 2.474 -0.0697
H 1.565 1.414 1.838 0.0059
H 2.727 0.805 0.281 0.0077
H 0.326 1.861 -0.227 -0.0099
H -0.479 -0.335 -2.061 0.0290
H -2.358 -0.476 -2.093 -0.0151
```



Energy above the most stable structure, in kcal/mol: A) 0.0; B) 40.0



A) 9 unconnected molecules or ions with the total composition C3H23NO10, computed with the ωB97M-V functional and the def2-TZVPD basis.

Properties
Orbital gap   9.238 eV
HOMO   -9.459 eV
SMILES   O=CCNCO.O.O.O.O.O.O.O.O

Geometry as XYZ:
```
37
Properties=species:S:1:pos:R:3:mulliken_charge:R:1
O -1.775 3.638 -0.185 -0.6343
O 0.303 1.271 1.270 -0.4356
O -0.101 -4.076 1.740 -0.6492
O -4.023 0.779 -1.078 -0.6138
O -1.323 -0.619 -2.164 -0.5073
O 2.498 0.744 -0.894 -0.7350
O 0.450 2.439 -2.139 -0.6173
O 2.230 3.300 -0.362 -0.6547
O 1.490 -3.771 -1.050 -0.6285
O -2.377 -1.497 2.330 -0.6672
N 0.678 -1.012 0.791 0.0014
C -0.468 -1.423 -0.122 0.0279
C 0.521 -0.045 1.820 -0.2610
C -0.386 -0.582 -1.408 0.2436
H -0.334 2.993 -2.176 0.2987
H -2.173 -2.449 2.339 0.3324
H 1.475 -1.094 0.184 0.2323
H -1.407 -1.108 0.471 0.0976
H -3.207 1.175 -1.394 0.2561
H 0.484 0.012 -1.642 0.0455
H -0.390 -2.489 -0.298 0.2609
H 1.400 0.138 2.435 0.3488
H 1.781 0.941 -1.521 0.1886
H 1.860 -2.951 -0.703 0.3026
H -3.754 0.312 -0.274 0.3285
H 0.994 1.322 0.599 0.3383
H 0.608 -3.448 1.942 0.3409
H -1.732 -1.024 2.830 0.3126
H 1.580 -3.661 -2.000 0.3266
H -2.508 3.013 -0.249 0.3185
H 0.020 -4.115 0.781 0.2763
H 1.132 2.953 -1.652 0.3886
H 2.025 3.962 0.299 0.3043
H -1.089 3.334 0.426 0.3065
H 2.516 2.440 -0.042 0.3363
H -0.322 -0.172 2.495 -0.1181
H 3.327 0.774 -1.399 0.3083
```



B) 9 unconnected molecules or ions with the total composition C3H23NO10, computed with the ωB97M-V functional and the def2-TZVPD basis.

Properties
Orbital gap   10.055 eV
HOMO   -9.726 eV
SMILES   NCCC(=O)O.O.O.O.O.O.O.O.O

Geometry as XYZ:
```
37
Properties=species:S:1:pos:R:3:mulliken_charge:R:1
O 3.303 -0.159 0.611 -0.4947
O -0.077 -3.353 -0.429 -0.7359
O 2.519 -2.361 -0.418 -0.6374
O -3.639 1.310 1.680 -0.7045
O 2.450 2.564 1.001 -0.6319
O -3.351 -1.440 1.700 -0.6592
O 1.589 -0.919 -2.889 -0.6855
O 0.079 2.921 -1.181 -0.4751
O 1.209 0.018 2.781 -0.6200
O -1.445 2.327 0.327 -0.6541
N -1.006 -0.569 -0.295 -0.2077
C -1.104 -0.159 -1.703 -0.1535
C -1.045 2.270 -0.805 0.5222
C -1.502 1.389 -1.919 -0.5400
H 1.749 -0.116 -2.367 0.3358
H 1.096 -0.753 3.349 0.2866
H 0.740 3.008 -0.461 0.3635
H 2.397 -1.416 -2.666 0.3131
H -0.297 -0.017 0.163 0.1148
H -2.586 1.503 -2.008 0.3330
H -1.798 -0.850 -2.178 0.4976
H 2.093 1.925 1.651 0.3735
H -3.671 2.060 2.293 0.2847
H -3.413 -1.553 2.660 0.2942
H -0.662 -3.644 0.299 0.3049
H 1.464 -0.402 1.946 0.2563
H -1.915 -0.524 0.126 -0.0743
H -3.601 -0.481 1.651 0.3880
H 2.996 3.258 1.387 0.2834
H -0.395 -2.421 -0.537 0.4063
H 1.590 -2.324 -0.736 0.3938
H -0.133 -0.185 -2.213 -0.1537
H -0.993 1.654 -2.840 0.3608
H 2.539 -3.307 -0.187 0.2681
H 3.616 -1.042 0.330 0.2764
H 4.058 0.411 0.737 0.2547
H -2.855 1.377 1.143 0.5155
```



Energy above the most stable structure, in kcal/mol: A) 51.2; B) 0.0



A) A molecular structure, CH6NP3, computed with the ωB97M-V functional and the def2-TZVPD basis.

Properties
Orbital gap   8.519 eV
HOMO   -8.418 eV

Geometry as XYZ:
```
11
Properties=species:S:1:pos:R:3:mulliken_charge:R:1
P 0.662 1.277 -0.629 0.0460
P 2.533 0.567 0.407 -0.1671
P -2.507 0.755 0.281 -0.0720
N -0.365 -1.374 -0.491 -0.4934
C -0.445 -0.142 -0.462 0.0969
H -2.829 -0.224 1.212 0.0683
H 2.339 -0.545 1.301 0.0814
H 0.565 -1.764 -0.779 0.2599
H -3.183 0.034 -0.788 0.0756
H -0.014 1.651 0.494 0.0394
H 3.244 -0.236 -0.546 0.0650
```



B) CH6NP3 in the gas phase, computed with the ωB97M-V functional and the def2-TZVPD basis.

Properties
Orbital gap   9.309 eV
HOMO   -8.556 eV
SMILES   [H]/N=C(/P)[PH]#[PH2]

Geometry as XYZ:
```
11
Properties=species:S:1:pos:R:3:mulliken_charge:R:1
P 0.665 -1.233 0.404 0.0344
P -2.423 -0.457 -0.421 -0.1313
P 2.323 -0.238 -0.568 -0.0569
N -0.616 1.394 0.653 -0.5266
C -0.586 0.236 0.297 0.1660
H -2.977 0.830 0.164 0.0917
H 0.132 -1.984 -0.629 0.0249
H 0.204 1.819 1.048 0.2485
H -2.001 -0.060 -1.765 0.0775
H 1.929 0.535 0.455 -0.0001
H 3.349 -0.843 0.362 0.0720
```



Energy above the most stable structure, in kcal/mol: A) 8.2; B) 0.0



A) C3H8 in the gas phase, computed with the ωB97M-V functional and the def2-TZVPD basis.

Properties
Orbital gap   12.714 eV
HOMO   -11.402 eV
SMILES   CCC

Geometry as XYZ:
```
11
Properties=species:S:1:pos:R:3:mulliken_charge:R:1
C -0.441 0.483 -1.118 -1.1736
C 0.361 -0.455 -0.214 -0.1477
C 0.171 -0.151 1.281 -1.0234
H 0.072 -1.494 -0.424 0.2766
H -0.156 0.885 1.430 0.2958
H 1.422 -0.370 -0.480 0.2314
H 1.099 -0.289 1.844 0.3075
H -0.588 -0.798 1.734 0.2731
H -0.013 1.494 -1.109 0.3106
H -0.444 0.135 -2.157 0.3329
H -1.483 0.561 -0.788 0.3167
```



B) 2 unconnected molecules or ions with the total composition C3H8, computed with the ωB97M-V functional and the def2-TZVPD basis.

Properties
Orbital gap   10.933 eV
HOMO   -9.535 eV
SMILES   [H][H].C=CC

Geometry as XYZ:
```
11
Properties=species:S:1:pos:R:3:mulliken_charge:R:1
C 1.269 0.114 -0.577 -0.7083
C 0.050 0.617 -0.426 -0.0047
C -0.765 0.478 0.822 -1.0586
H -0.562 1.411 1.349 0.3156
H 1.868 0.313 -1.458 0.2444
H -1.848 0.410 0.651 0.3155
H -0.732 -1.941 -0.204 0.0939
H -0.389 1.244 -1.200 0.2606
H -0.142 -1.767 -0.619 -0.0801
H 1.703 -0.529 0.189 0.2982
H -0.453 -0.350 1.473 0.3234
```



C) 2 unconnected molecules or ions with the total composition C3H8, computed with the ωB97M-V functional and the def2-TZVPD basis.

Properties
Orbital gap   11.569 eV
HOMO   -10.239 eV
SMILES   C=C.C

Geometry as XYZ:
```
11
Properties=species:S:1:pos:R:3:mulliken_charge:R:1
C 2.904 0.088 -3.419 -0.4436
C -4.266 -0.212 4.319 -0.8945
C 4.140 0.354 -3.805 -0.4221
H -4.057 0.434 5.171 0.2216
H -4.082 0.404 3.438 0.2296
H -5.273 -0.621 4.316 0.2172
H 4.620 -0.309 -4.517 0.2036
H 4.781 1.115 -3.371 0.2284
H 2.401 0.563 -2.582 0.2280
H 2.381 -0.787 -3.799 0.2056
H -3.550 -1.029 4.250 0.2261
```



Energy above the most stable structure, in kcal/mol: A) 0.0; B) 41.5; C) 24.4